Computed, not measured: a structure of composition C42H55CdN10, with ωB97M-V with the def2-TZVPD basis set.

The geometry in XYZ format:
```
108
Properties=species:S:1:pos:R:3:forces:R:3
Cd -0.309448 -1.074534 1.568805 -0.39 0.78 0.25
N -2.265897 -2.065961 0.660083 -0.89 0.13 0.01
C -3.611703 -1.480387 0.653748 0.07 0.36 0.01
C -3.526173 0.019244 0.396020 -0.13 -0.06 0.20
N -2.611238 0.669665 1.320408 -0.89 -0.11 -0.04
C -3.128867 1.069926 2.623495 -0.11 -0.23 -0.11
C -2.989111 -0.000551 3.714879 -0.07 0.14 -0.34
N -1.659141 -0.618654 3.731824 0.22 0.21 -0.12
H -2.288651 -2.972874 1.105260 -0.23 -0.04 -0.18
H -1.955371 -2.234613 -0.292581 -0.35 -0.17 0.30
H -4.263202 -1.928029 -0.103739 0.05 -0.08 0.05
H -4.072449 -1.659326 1.623017 -0.02 -0.08 0.06
H -3.132825 0.162461 -0.613995 -0.05 0.08 0.03
H -4.535335 0.453703 0.427152 -0.03 -0.05 -0.05
H -2.219003 1.483767 0.873564 -0.16 -0.27 0.04
H -2.562036 1.946428 2.936249 -0.29 -0.07 -0.03
H -4.185933 1.367344 2.580029 -0.01 0.02 0.02
H -3.256111 0.464048 4.669261 0.03 -0.08 0.03
H -3.705428 -0.799465 3.541745 -0.09 -0.05 0.00
H -1.002904 -0.077097 4.283270 -0.07 0.01 0.12
H -1.716728 -1.535566 4.154110 0.14 -0.03 0.03
C 5.539908 -2.367372 -2.760965 -0.01 -0.02 0.15
C 4.280152 -2.441127 -1.938913 0.01 -0.03 -0.10
C 3.482564 -3.582457 -1.932403 0.04 0.06 0.00
C 2.343854 -3.651011 -1.163935 0.04 0.08 -0.02
C 1.877563 -2.576521 -0.369904 0.02 -0.18 -0.02
N 0.714524 -2.665727 0.352564 0.08 -0.16 -0.18
C -0.171321 -3.699339 0.091107 0.67 -0.41 -0.06
C -0.596714 -4.072089 -1.199365 -0.07 -0.01 0.11
C -1.577445 -5.022650 -1.408394 -0.03 -0.03 -0.01
C -2.195976 -5.677456 -0.344936 -0.06 0.04 -0.09
C -3.323413 -6.649073 -0.569400 0.07 0.06 0.05
C -1.760192 -5.361120 0.931453 0.02 0.01 0.14
C -0.761257 -4.416492 1.150889 0.12 -0.16 -0.22
N -0.350231 -4.197628 2.497013 0.22 -0.29 0.14
C -0.173461 -5.166015 3.425326 0.04 0.07 0.20
C 0.233336 -4.554071 4.587022 0.01 -0.10 -0.03
C 0.289694 -3.193417 4.264474 0.04 -0.08 -0.11
N -0.061799 -2.986679 3.000416 -0.12 -0.12 0.30
C 2.752095 -1.466050 -0.304185 0.06 -0.36 -0.13
C 3.912911 -1.424388 -1.080107 -0.03 0.03 0.04
N 2.598920 -0.405688 0.645706 -0.11 0.36 -0.18
C 3.213018 0.796920 0.570330 0.00 0.07 0.14
C 3.175314 1.369833 1.820133 -0.10 0.11 -0.04
C 2.476468 0.444823 2.600080 -0.02 0.08 -0.01
N 2.117205 -0.618604 1.890126 -0.05 -0.11 0.20
H 5.454928 -2.986364 -3.653152 0.02 0.02 -0.03
H 6.396705 -2.729193 -2.187504 0.02 0.01 -0.05
H 5.756854 -1.344726 -3.069094 0.00 0.00 -0.03
H 3.782112 -4.443593 -2.519046 -0.04 -0.01 -0.01
H 1.790116 -4.578519 -1.145322 0.00 0.02 -0.04
H -0.139979 -3.588476 -2.053317 0.04 -0.02 0.00
H -1.874668 -5.260994 -2.423469 -0.01 0.01 0.01
H -3.338445 -6.988401 -1.603710 -0.02 -0.04 0.01
H -4.285468 -6.176477 -0.358678 0.00 -0.04 -0.02
H -3.233210 -7.519207 0.080872 -0.01 -0.02 -0.02
H -2.212753 -5.852976 1.786667 0.00 0.03 -0.01
H -0.334739 -6.205011 3.197322 0.03 0.01 -0.07
H 0.479153 -5.026343 5.521516 0.00 0.00 -0.01
H 0.600502 -2.370635 4.888698 -0.03 0.05 -0.04
H 4.587212 -0.584587 -0.968843 -0.01 -0.01 0.00
H 3.644559 1.165440 -0.343408 -0.01 -0.08 -0.02
H 3.576360 2.323865 2.116011 0.00 -0.02 -0.01
H 2.232187 0.498472 3.648976 -0.11 0.01 0.00
C -0.667224 2.605166 -4.912561 0.05 -0.03 -0.01
C 0.416979 1.576442 -4.551189 -0.03 0.04 -0.08
C 0.402652 0.457603 -5.595637 0.00 0.05 0.10
C 1.801972 2.238111 -4.565538 -0.05 -0.05 0.03
C 0.114313 1.055656 -3.154611 0.01 -0.05 0.07
C -0.300927 -0.245851 -2.903861 -0.02 -0.04 0.02
C -0.550128 -0.635959 -1.600397 0.17 0.14 -0.06
N -0.429561 0.168274 -0.550389 0.20 0.21 -0.07
C -0.088123 1.446037 -0.770618 -0.03 -0.19 -0.19
C 0.205290 1.899487 -2.049335 0.00 0.08 -0.03
C -0.103966 2.372590 0.399309 0.12 0.27 0.18
C 0.097109 3.739048 0.240922 0.01 -0.04 -0.12
C 0.047744 4.605034 1.328742 -0.04 -0.03 0.10
C -0.232479 4.030844 2.562920 -0.02 0.07 -0.04
C -0.455658 2.667528 2.631780 0.40 -0.01 0.01
N -0.393610 1.844752 1.593659 1.30 0.11 0.17
C 0.279629 6.095782 1.138446 0.05 0.13 -0.03
C -0.779170 6.642403 0.168947 0.03 0.00 0.05
C 0.177972 6.870965 2.454638 0.00 -0.09 -0.08
C 1.688118 6.306391 0.560503 -0.06 -0.04 0.04
H -0.520172 2.963563 -5.932455 0.02 0.01 0.01
H -0.641484 3.466079 -4.242569 -0.01 0.00 0.00
H -1.658041 2.151606 -4.850641 -0.01 0.03 -0.01
H 0.676911 0.867455 -6.567593 0.00 0.01 0.00
H -0.589494 0.014502 -5.694684 0.01 -0.04 -0.01
H 1.120768 -0.325810 -5.346908 -0.01 -0.03 -0.03
H 2.037789 2.577315 -5.574591 0.00 0.02 0.00
H 2.567581 1.524215 -4.255844 0.03 0.02 -0.01
H 1.849319 3.103894 -3.904009 0.02 0.00 0.00
H -0.416812 -0.968366 -3.697634 0.00 -0.01 -0.01
H -0.845364 -1.654579 -1.382943 0.29 0.17 -0.26
H 0.502194 2.928362 -2.194344 -0.01 -0.08 -0.04
H 0.286131 4.138826 -0.745163 0.02 0.05 0.09
H -0.284196 4.621017 3.465633 -0.03 0.01 0.00
H -0.692915 2.211875 3.587204 0.16 0.03 0.05
H -1.782001 6.470419 0.563898 -0.02 0.00 -0.04
H -0.710559 6.176846 -0.814975 -0.01 0.00 0.00
H -0.645966 7.717502 0.041788 0.02 0.00 -0.02
H -0.815351 6.781306 2.897729 0.01 -0.01 0.04
H 0.358802 7.928061 2.261014 0.00 0.01 0.01
H 0.924151 6.533562 3.176126 -0.02 0.01 0.03
H 1.795909 5.847461 -0.423278 0.01 0.00 0.00
H 2.438179 5.873520 1.225253 0.03 0.02 -0.03
H 1.894098 7.372654 0.462002 0.00 0.00 -0.03
```
Positions in Å, forces in eV/Å.

The calculated total energy is -2348.58648 a.u. For the HOMO energy, the calculation gives -8.726 eV. The LUMO energy comes out at -2.36 eV. As for the multiplicity: 1. Its energy above the lowest of the compared OMol25 structures with the same formula, charge and spin is 169.3 kJ/mol. The value obtained for the HOMO-LUMO gap is 6.365 eV. As for the total charge: +1.

These are the Löwdin partial charges, in e, on atoms 1 to 8: atom 1 (Cd): 1.414, atom 2 (N): -0.023, atom 3 (C): -0.214, atom 4 (C): -0.213, atom 5 (N): -0.116, atom 6 (C): -0.209, atom 7 (C): -0.235, atom 8 (N): -0.029

---

Computed, not measured: a structure of composition C42H55N4O4P2Sr, with ωB97M-V with the def2-TZVPD basis set.

The geometry in XYZ format:
```
108
Properties=species:S:1:pos:R:3:forces:R:3
Sr 0.013387 -0.270359 -0.661982 -0.48 -0.02 0.11
O -5.576495 -0.049554 4.254801 0.00 0.00 0.00
C -5.199001 1.119858 3.562701 0.00 0.00 0.01
C -3.907677 0.869957 2.836984 0.04 0.01 -0.03
C -3.271992 1.901359 2.153788 -0.05 -0.02 0.03
C -2.106013 1.624168 1.471099 0.04 -0.01 0.02
N -1.542996 0.413803 1.438017 -0.01 0.03 0.01
C -2.128770 -0.572002 2.130487 -0.01 0.15 -0.04
C -3.315087 -0.383629 2.826797 -0.04 -0.03 0.04
C -1.413603 -1.877179 2.153948 0.08 -0.14 0.03
C -1.498472 -2.712894 3.259855 -0.01 0.03 0.02
C -0.744690 -3.875108 3.298428 0.00 0.02 0.02
C -0.782877 -4.792806 4.496702 0.01 0.00 -0.02
O -1.372616 -4.203215 5.632778 -0.03 0.00 0.02
C 0.057116 -4.170080 2.203924 0.02 -0.03 0.03
C 0.073642 -3.292414 1.139570 0.00 0.02 0.00
N -0.637093 -2.164554 1.102496 -0.01 0.01 0.03
H -6.409829 0.103869 4.709410 0.01 0.00 -0.01
H -5.056948 1.964697 4.245437 0.00 0.00 0.01
H -5.958860 1.411764 2.828603 0.00 0.01 -0.01
H -3.679619 2.904356 2.149275 0.01 0.00 -0.01
H -1.586643 2.406420 0.926764 0.00 0.00 0.00
H -3.790074 -1.197475 3.354330 0.02 -0.01 -0.01
H -2.106248 -2.450795 4.114520 0.00 0.01 -0.01
H 0.228754 -5.153376 4.703640 0.00 -0.01 0.00
H -1.390952 -5.664463 4.244673 0.01 -0.01 0.01
H -0.705599 -3.708788 6.118653 0.02 0.00 -0.02
H 0.677953 -5.057009 2.188428 0.00 0.01 -0.01
H 0.705568 -3.490835 0.279109 -0.01 0.00 -0.01
N 1.491792 2.199537 -0.313371 -0.09 -0.06 0.12
C 2.070430 2.560638 0.925672 0.04 -0.01 0.05
C 2.069956 3.896665 1.323526 -0.03 0.02 -0.06
C 2.604929 4.273812 2.541043 0.04 -0.03 0.06
C 3.164413 3.321964 3.384406 -0.01 -0.01 0.00
C 3.161629 1.992708 2.999909 0.00 0.03 -0.03
C 2.607945 1.591390 1.783305 -0.03 -0.05 -0.01
P 2.477306 -0.162176 1.301977 0.04 0.03 0.10
C 2.582007 -1.018441 2.911344 -0.02 -0.01 -0.02
C 1.500241 -0.853114 3.777565 0.03 -0.01 -0.01
C 1.485701 -1.477716 5.013795 -0.02 -0.01 -0.01
C 2.542512 -2.299659 5.388061 0.00 0.00 0.00
C 3.615251 -2.478435 4.526764 -0.01 -0.01 0.01
C 3.641064 -1.834610 3.295368 -0.02 0.00 -0.01
C 4.046674 -0.536244 0.464410 0.00 -0.06 0.02
C 4.204194 -1.823260 -0.051975 0.02 0.04 -0.01
C 5.344299 -2.164839 -0.759155 -0.04 0.00 0.02
C 6.331313 -1.210763 -0.978879 -0.01 -0.01 0.01
C 6.177992 0.071586 -0.476214 0.04 -0.03 -0.03
C 5.042462 0.408621 0.249843 -0.01 0.02 0.01
H 1.281972 3.022893 -0.862138 -0.03 -0.05 -0.08
H 2.048559 1.566600 -0.892981 0.07 0.08 -0.04
H 1.656069 4.648049 0.659459 0.00 -0.01 0.00
H 2.597751 5.316518 2.830359 -0.01 0.00 -0.01
H 3.595577 3.610992 4.332989 0.00 0.01 0.00
H 3.584840 1.246336 3.660514 0.00 -0.01 0.00
H 0.679496 -0.205742 3.485110 -0.03 -0.01 0.02
H 0.654544 -1.313118 5.689780 0.00 0.00 -0.01
H 2.537874 -2.787232 6.354738 0.01 0.00 0.01
H 4.444869 -3.108564 4.819937 0.00 0.00 0.00
H 4.489872 -1.964505 2.635891 0.00 0.00 0.02
H 3.425817 -2.562645 0.112501 0.02 -0.02 -0.02
H 5.461283 -3.169018 -1.146150 0.01 0.00 -0.01
H 7.217074 -1.471697 -1.542699 0.01 0.01 0.00
H 6.947186 0.812633 -0.649467 -0.01 0.01 0.01
H 4.934000 1.411005 0.645773 0.00 0.00 -0.01
N 0.029001 -2.462714 -2.340125 0.11 -0.02 0.04
C 1.436799 -2.735222 -2.734950 0.02 0.04 -0.08
C 1.933805 -1.721858 -3.753570 -0.07 -0.01 0.13
C 1.887280 -0.267603 -3.275223 -0.03 0.01 -0.14
O 1.874039 0.631375 -4.107226 0.00 0.00 0.06
O 1.845848 -0.107982 -1.998732 0.56 0.10 -0.27
H -0.375427 -3.301702 -1.936011 -0.03 0.01 0.00
H -0.513072 -2.279150 -3.178579 -0.02 -0.02 -0.01
H 1.543105 -3.740705 -3.151346 -0.02 -0.02 0.02
H 2.057979 -2.671920 -1.839660 0.00 -0.01 0.00
H 1.366535 -1.790605 -4.684497 0.01 0.00 -0.02
H 2.972551 -1.946772 -4.005677 0.00 -0.01 -0.01
C -1.646493 -0.427212 -5.369405 0.03 0.10 0.02
C -1.336324 0.978417 -4.848197 -0.06 -0.01 0.07
C -1.894918 2.037810 -5.800669 0.04 -0.06 0.02
P -1.774366 1.066340 -3.044800 -0.10 0.12 -0.12
C -3.563011 0.578682 -2.874365 0.08 0.04 0.01
C -3.973722 0.757142 -1.409242 -0.01 -0.05 -0.08
C -4.608699 1.170909 -3.818468 0.00 -0.02 0.05
C -1.608542 2.858622 -2.559981 0.01 -0.08 -0.03
C -0.220294 3.331728 -3.020822 -0.07 -0.04 0.09
C -2.697942 3.858387 -2.948049 0.07 0.00 0.06
H -1.229388 -0.547685 -6.370095 -0.01 -0.02 0.00
H -2.720467 -0.612135 -5.430729 -0.01 -0.02 0.00
H -1.201191 -1.193160 -4.733908 -0.01 -0.06 -0.01
H -0.247205 1.080469 -4.825058 0.01 0.00 -0.01
H -2.982442 2.039434 -5.841333 -0.01 0.01 -0.01
H -1.526973 1.828254 -6.807669 -0.01 0.01 0.00
H -1.561345 3.039128 -5.541711 -0.02 0.02 -0.01
H -3.526434 -0.500500 -3.066769 -0.01 -0.01 0.01
H -4.000082 1.810544 -1.123788 0.00 0.01 0.01
H -3.287082 0.240960 -0.732613 -0.02 0.01 0.03
H -4.970894 0.343468 -1.246399 0.00 0.01 0.02
H -4.657748 2.257040 -3.755266 -0.01 -0.05 -0.03
H -5.592641 0.776261 -3.552620 -0.01 0.02 -0.02
H -4.419028 0.896292 -4.853387 0.00 0.01 -0.02
H -1.591220 2.809800 -1.463082 0.02 0.03 0.01
H -0.231905 3.611753 -4.072808 0.02 0.00 -0.01
H 0.542708 2.556048 -2.912254 0.03 0.03 -0.03
H 0.078548 4.219785 -2.457217 0.00 0.01 -0.01
H -2.853112 3.896261 -4.024087 -0.02 0.01 -0.02
H -2.397603 4.857230 -2.620860 -0.02 0.01 -0.01
H -3.651791 3.630900 -2.472996 0.02 0.01 -0.01
```
Positions in Å, forces in eV/Å.

The calculated total energy is -2866.85140 a.u. For the HOMO energy, the calculation gives -10.506 eV. The LUMO energy comes out at -2.66 eV. As for the multiplicity: 1. Its energy above the lowest of the compared OMol25 structures with the same formula, charge and spin is 7.7 kJ/mol. The value obtained for the HOMO-LUMO gap is 7.850 eV. As for the total charge: +1.

These are the Löwdin partial charges, in e, on atoms 1 to 8: atom 1 (Sr): 1.234, atom 2 (O): -0.047, atom 3 (C): -0.202, atom 4 (C): -0.159, atom 5 (C): 0.000, atom 6 (C): -0.134, atom 7 (N): 0.019, atom 8 (C): -0.213

---

Calculated molecular weight, 812.4 829.5 g/mol (same order as the records).